# 1
This record from OMol25 describes a molecular structure, C41H57HfN2O8P3SSi at a distorted geometry. The level of theory is ωB97M-V/def2-TZVPD.

Last column: Löwdin charge in e.
Atoms and positions in Å:
Hf1 -1.141 0.654 -1.011  1.232
C1 -3.181 -2.054 3.962  -0.105
C2 -2.912 -1.006 2.887  -0.523
C3 -4.086 -0.037 2.744  -0.131
P1 -2.387 -1.431 1.108  1.124
C4 -3.942 -2.208 0.356  -0.510
C5 -4.863 -3.214 1.047  -0.054
C6 -4.054 -3.164 -1.858  -0.108
C7 -1.279 -2.883 1.312  -0.350
C8 -1.641 -4.044 1.990  -0.100
C9 -0.741 -5.081 2.163  -0.076
C10 0.544 -4.959 1.666  -0.074
C11 0.895 -3.822 0.964  -0.106
C12 0.004 -2.773 0.754  -0.260
Si1 0.535 -1.225 -0.314  0.617
C13 2.373 -1.084 0.278  -0.311
C14 3.335 -2.004 -0.131  -0.141
C15 4.604 -2.019 0.418  -0.070
C16 4.931 -1.105 1.405  -0.071
C17 4.016 -0.133 1.767  -0.107
C18 2.747 -0.100 1.196  -0.394
P2 1.499 1.217 1.507  1.079
C19 1.573 1.452 3.391  -0.542
C20 2.768 2.032 4.144  -0.107
C21 1.201 0.083 3.961  -0.134
C22 2.350 2.729 0.755  -0.525
C23 3.867 2.860 0.841  -0.104
C24 1.656 3.984 1.279  -0.105
C25 0.820 -1.932 -2.098  -0.302
C26 0.754 -3.294 -2.376  -0.089
C27 0.907 -3.790 -3.659  -0.074
C28 1.103 -2.915 -4.712  -0.078
C29 1.140 -1.552 -4.470  -0.097
C30 1.014 -1.051 -3.177  -0.376
P3 1.132 0.756 -2.831  1.087
C31 2.943 1.125 -3.250  -0.507
C32 3.818 0.367 -2.260  -0.118
C33 3.426 0.851 -4.670  -0.101
C34 0.283 1.542 -4.306  -0.526
C35 -1.201 1.226 -4.194  -0.135
C36 0.486 3.056 -4.281  -0.100
H1 -3.448 -1.535 4.883  0.080
H2 -2.290 -2.644 4.158  0.069
H3 -4.004 -2.716 3.714  0.059
H4 -2.038 -0.446 3.247  0.058
H5 -5.012 -0.582 2.580  0.074
H6 -3.930 0.618 1.887  0.050
H7 -4.210 0.565 3.645  0.076
H8 -4.559 -1.344 0.048  0.083
H9 -4.379 -4.176 1.184  0.076
H10 -5.756 -3.369 0.442  0.081
H11 -5.187 -2.828 2.007  0.055
H12 -4.618 -4.073 -1.615  0.092
H13 -3.351 -3.373 -2.663  0.100
H14 -4.735 -2.371 -2.186  0.075
H15 -2.634 -4.151 2.398  0.080
H16 -1.036 -5.976 2.694  0.103
H17 1.269 -5.747 1.817  0.104
H18 1.898 -3.737 0.579  0.081
H19 3.090 -2.708 -0.915  0.099
H20 5.334 -2.742 0.085  0.105
H21 5.905 -1.135 1.876  0.104
H22 4.310 0.601 2.498  0.080
H23 0.735 2.146 3.563  0.074
H24 3.615 1.355 4.155  0.061
H25 2.475 2.193 5.182  0.079
H26 3.081 2.988 3.736  0.052
H27 2.039 -0.604 3.855  0.077
H28 0.362 -0.351 3.415  0.046
H29 0.948 0.150 5.018  0.079
H30 2.079 2.623 -0.306  0.078
H31 4.209 2.981 1.864  0.063
H32 4.173 3.741 0.279  0.081
H33 4.365 1.996 0.408  0.054
H34 1.858 4.140 2.336  0.066
H35 0.581 3.911 1.139  0.050
H36 2.003 4.862 0.739  0.086
H37 0.571 -3.985 -1.565  0.091
H38 0.869 -4.857 -3.838  0.103
H39 1.223 -3.288 -5.720  0.102
H40 1.260 -0.881 -5.309  0.093
H41 3.039 2.200 -3.044  0.100
H42 3.703 -0.706 -2.407  0.074
H43 3.529 0.602 -1.239  0.043
H44 4.869 0.622 -2.395  0.089
H45 3.353 -0.209 -4.900  0.068
H46 4.476 1.137 -4.743  0.083
H47 2.872 1.422 -5.411  0.067
H48 0.676 1.128 -5.242  0.092
H49 -1.616 1.663 -3.274  0.028
H50 -1.391 0.150 -4.189  0.070
H51 -1.764 1.658 -5.021  0.102
H52 0.086 3.474 -3.359  0.067
H53 -0.046 3.513 -5.113  0.086
H54 1.537 3.327 -4.355  0.063
O1 -3.689 0.735 -2.849  -0.394
S1 -3.410 -0.191 -1.758  0.750
O2 -3.266 -2.743 -0.768  -0.315
O3 -1.929 -0.718 -2.031  -0.565
O4 -3.027 0.743 -0.517  -0.600
O5 -3.557 5.963 2.238  0.120
C37 -2.724 5.437 1.312  -0.472
O6 -2.319 6.098 0.404  0.159
C38 -2.320 4.036 1.569  -0.046
C39 -2.263 3.365 2.783  0.000
N1 -1.730 2.159 2.540  0.037
N2 -1.434 1.987 1.253  0.027
C40 -1.790 3.110 0.639  -0.158
C41 -1.553 3.148 -0.842  -0.594
O7 -2.271 3.715 -1.628  0.152
O8 -0.491 2.457 -1.139  -0.249
H55 -3.837 5.324 2.904  0.099
H56 -2.541 3.668 3.774  0.134
H57 -1.529 1.423 3.203  0.136

Results
Molar mass ... 1037.478 g mol⁻¹
Energy above the lowest of the compared OMol25 structures with the same formula, charge and spin ... 136.37 kcal per mole
LUMO energy ... 0.066 eV

---

# 2
This record from OMol25 describes a molecular structure, C3H2IN2 at a distorted geometry. The level of theory is ωB97M-V/def2-TZVPD.

Last column: Löwdin charge in e.
Atoms and positions in Å:
C1 -0.159 -2.276 0.091  -0.070
C2 -0.392 -0.440 0.829  -0.099
C3 0.697 -0.359 -0.235  -0.476
N1 -0.945 -1.554 0.870  0.178
N2 0.694 -2.122 -0.694  0.204
I1 2.819 0.025 0.039  1.013
H1 -0.938 0.529 1.041  0.179
H2 0.258 -0.041 -1.118  0.071

Results
Molar mass ... 192.967 g mol⁻¹
Energy above the lowest of the compared OMol25 structures with the same formula, charge and spin ... 39.38 kcal per mole
Net charge ... +1
LUMO energy ... -7.523 eV

---

# 3
This record from OMol25 describes a molecular structure, C14H14BBaNO2 at a distorted geometry. The level of theory is ωB97M-V/def2-TZVPD.

Last column: Löwdin charge in e.
Atoms and positions in Å:
C1 2.043 1.538 -2.856  -0.327
C2 2.807 1.674 -1.660  -0.350
C3 1.960 2.235 -0.662  -0.353
C4 0.671 2.427 -1.234  -0.361
C5 0.722 1.995 -2.593  -0.355
Ba1 1.079 0.095 -1.263  1.775
C6 2.570 -1.387 -1.482  -0.490
C7 1.742 -1.695 -2.694  -0.668
C8 2.199 -2.197 -3.877  -0.087
N1 0.418 -1.247 -2.463  -0.482
H1 2.239 2.439 0.373  0.090
H2 3.854 1.397 -1.535  0.081
H3 -0.210 2.810 -0.717  0.089
H4 -0.110 1.995 -3.300  0.088
H5 2.393 1.086 -3.787  0.092
H6 3.649 -1.300 -1.662  0.001
H7 -0.234 -1.412 -3.233  0.025
H8 2.338 -2.063 -0.639  0.018
H9 3.231 -2.547 -3.970  0.000
H10 1.530 -2.328 -4.736  0.001
O1 -1.916 0.903 1.374  0.069
B1 -0.963 -0.103 0.969  -0.397
O2 -0.997 -1.215 1.888  0.075
C9 -1.911 -0.843 2.793  -0.289
C10 -2.305 -1.558 3.923  -0.016
C11 -3.273 -0.983 4.766  -0.135
C12 -3.821 0.282 4.463  -0.135
C13 -3.407 0.982 3.316  -0.018
C14 -2.446 0.391 2.497  -0.287
H11 -1.875 -2.525 4.148  0.101
H12 -3.596 -1.513 5.652  0.072
H13 -4.563 0.716 5.121  0.072
H14 -3.818 1.954 3.079  0.100

Results
Molar mass ... 376.411 g mol⁻¹
Net charge ... -2
LUMO energy ... 4.822 eV

---

# 4
This record from OMol25 describes 13 unconnected molecules or ions with the total composition C39H66O25 at a distorted geometry. The level of theory is ωB97M-V/def2-TZVPD.

Last column: Löwdin charge in e.
Atoms and positions in Å:
C1 -4.777 -4.088 5.587  -0.077
C2 -3.394 -4.529 6.197  -0.087
O1 -2.701 -5.171 5.123  0.071
C3 -3.502 -5.087 4.025  -0.581
O2 -3.203 -5.513 2.947  0.130
O3 -4.577 -4.352 4.201  0.064
H1 -5.035 -3.054 5.735  0.092
H2 -5.542 -4.762 5.970  0.124
H3 -3.447 -5.158 7.106  0.135
H4 -2.828 -3.622 6.375  0.111
C4 -3.150 1.367 -1.249  -0.059
C5 -4.211 2.197 -0.582  -0.131
O4 -3.702 3.516 -0.578  0.059
C6 -2.834 3.631 -1.617  -0.580
O5 -2.355 4.625 -2.029  0.155
O6 -2.560 2.409 -2.202  0.006
H5 -3.578 0.568 -1.802  0.071
H6 -2.373 1.012 -0.542  0.115
H7 -4.402 1.998 0.467  0.125
H8 -5.108 2.168 -1.202  0.138
C7 3.925 3.102 3.125  -0.103
C8 3.045 4.322 3.147  -0.103
O7 1.808 3.796 3.649  0.047
C9 2.013 2.634 4.290  -0.564
O8 1.222 1.964 4.838  0.181
O9 3.313 2.241 4.114  0.037
H9 4.934 3.405 3.402  0.141
H10 3.946 2.618 2.176  0.075
H11 2.903 4.807 2.206  0.105
H12 3.380 5.022 3.934  0.142
C10 -1.541 -4.321 0.320  -0.076
C11 -0.774 -4.608 -0.979  -0.080
O10 0.530 -4.056 -0.700  0.038
C12 0.683 -3.924 0.634  -0.572
O11 1.750 -3.576 1.089  0.119
O12 -0.422 -4.341 1.262  0.079
H13 -2.263 -5.136 0.608  0.137
H14 -2.021 -3.333 0.309  0.098
H15 -1.105 -4.061 -1.803  0.103
H16 -0.676 -5.640 -1.194  0.120
C13 -1.859 0.972 5.444  -0.128
C14 -1.196 -0.261 4.797  -0.074
O13 -2.247 -1.238 5.054  0.040
C15 -3.368 -0.580 5.497  -0.631
O14 -4.367 -1.121 5.761  0.163
O15 -3.213 0.696 5.529  0.117
H17 -1.722 1.871 4.860  0.129
H18 -1.419 1.148 6.407  0.126
H19 -0.317 -0.619 5.281  0.119
H20 -1.065 -0.118 3.727  0.104
C16 -4.683 -2.466 1.653  -0.124
C17 -4.763 -1.754 0.388  -0.096
O16 -4.318 -0.417 0.725  0.067
C18 -3.573 -0.518 1.810  -0.573
O17 -2.848 0.369 2.207  0.136
O18 -3.695 -1.724 2.372  0.087
H21 -4.276 -3.472 1.547  0.122
H22 -5.623 -2.493 2.200  0.143
H23 -5.819 -1.671 0.061  0.153
H24 -4.205 -2.216 -0.392  0.114
C19 4.261 0.150 -5.003  -0.023
C20 3.109 -0.825 -5.111  -0.501
O19 1.977 -0.506 -5.409  0.056
C21 3.439 -2.272 -4.810  -0.017
H25 4.956 -0.109 -4.241  0.046
H26 3.761 1.112 -4.706  0.069
H27 4.707 0.129 -6.019  0.109
H28 4.386 -2.526 -5.258  0.078
H29 2.572 -2.872 -5.107  0.091
H30 3.694 -2.353 -3.771  0.071
C22 5.804 2.502 -1.896  0.000
C23 4.705 1.902 -1.048  -0.468
O20 4.378 2.415 -0.004  0.033
C24 3.950 0.729 -1.636  -0.004
H31 6.479 1.631 -2.077  0.101
H32 6.286 3.321 -1.418  0.071
H33 5.452 2.823 -2.868  0.082
H34 3.277 0.234 -0.913  0.063
H35 4.590 0.012 -2.185  0.074
H36 3.308 1.185 -2.434  0.084
C25 1.100 3.234 -6.199  -0.008
C26 1.322 2.841 -4.763  -0.460
O21 2.405 2.818 -4.209  0.030
C27 0.014 2.654 -4.044  -0.022
H37 1.366 2.459 -6.872  0.076
H38 1.719 4.087 -6.387  0.080
H39 0.060 3.540 -6.328  0.084
H40 -0.528 3.567 -3.893  0.085
H41 0.013 2.244 -3.024  0.055
H42 -0.649 2.017 -4.603  0.072
C28 1.029 -0.529 0.498  -0.012
C29 0.025 -0.908 -0.560  -0.473
O22 -1.098 -1.279 -0.240  0.047
C30 0.555 -0.897 -1.955  -0.001
H43 1.856 -1.283 0.405  0.084
H44 0.656 -0.528 1.497  0.077
H45 1.378 0.503 0.196  0.087
H46 1.332 -1.649 -2.021  0.087
H47 0.969 0.097 -2.128  0.069
H48 -0.231 -1.045 -2.712  0.094
C31 -0.465 3.878 1.037  0.006
C32 0.376 3.334 -0.069  -0.478
O23 -0.020 2.432 -0.778  0.049
C33 1.775 3.843 -0.167  -0.008
H49 0.102 4.397 1.825  0.074
H50 -1.099 3.027 1.370  0.104
H51 -1.142 4.679 0.712  0.095
H52 2.413 3.323 0.568  0.063
H53 1.876 4.906 0.115  0.093
H54 2.106 3.677 -1.222  0.101
C34 -3.539 -1.871 -3.929  -0.012
C35 -4.182 -0.518 -3.853  -0.513
O24 -5.068 -0.235 -3.069  0.036
C36 -3.763 0.514 -4.885  -0.008
H55 -4.368 -2.622 -4.106  0.114
H56 -3.104 -2.224 -2.982  0.074
H57 -2.848 -1.887 -4.754  0.067
H58 -4.619 1.202 -5.022  0.097
H59 -3.348 0.113 -5.822  0.082
H60 -2.958 1.113 -4.337  0.093
C37 5.105 -2.224 1.373  -0.004
C38 5.253 -1.205 2.499  -0.477
O25 6.275 -0.875 3.009  0.085
C39 3.917 -0.480 2.765  -0.005
H61 5.534 -1.747 0.505  0.081
H62 4.118 -2.591 1.287  0.038
H63 5.793 -3.023 1.573  0.078
H64 3.096 -1.179 2.545  0.066
H65 3.762 0.256 1.998  0.061
H66 3.840 -0.097 3.784  0.082

Results
Molar mass ... 934.932 g mol⁻¹
Energy above the lowest of the compared OMol25 structures with the same formula, charge and spin ... 0.00 kcal per mole
LUMO energy ... 0.346 eV

---

# 5
This record from OMol25 describes 2 unconnected molecules or ions with the total composition C3H4F2. The level of theory is ωB97M-V/def2-TZVPD.

Last column: Löwdin charge in e.
Atoms and positions in Å:
C1 1.292 -0.598 0.054  0.031
C2 0.109 -1.125 -0.160  -0.238
C3 -2.733 0.526 -0.456  0.068
F1 -0.125 -2.441 -0.092  0.011
F2 -3.544 -0.294 0.154  -0.029
H1 2.147 -1.206 0.292  0.061
H2 1.427 0.463 -0.013  0.052
H3 -2.486 1.318 0.292  0.002
H4 -0.801 -0.569 -0.407  0.042

Results
Molar mass ... 78.061 g mol⁻¹
Energy above the lowest of the compared OMol25 structures with the same formula, charge and spin ... 95.59 kcal per mole
LUMO energy ... -0.703 eV

---

# 6
This record from OMol25 describes 2 unconnected molecules or ions with the total composition C6H14. The level of theory is ωB97M-V/def2-TZVPD.

Last column: Löwdin charge in e.
Atoms and positions in Å:
C1 2.593 0.013 -0.344  -0.112
C2 1.256 -0.688 -0.369  -0.165
C3 0.061 -0.090 -0.426  -0.369
C4 -0.080 1.408 -0.462  -0.063
C5 -1.213 -0.912 -0.488  -0.227
C6 -2.404 -0.376 0.314  -0.120
H1 2.741 0.576 0.588  0.072
H2 3.409 -0.711 -0.419  0.066
H3 2.706 0.721 -1.172  0.074
H4 1.278 -1.777 -0.316  0.102
H5 -0.820 1.744 0.274  0.070
H6 0.867 1.903 -0.231  0.067
H7 -0.417 1.753 -1.449  0.092
H8 -0.982 -1.930 -0.151  0.105
H9 -1.521 -0.999 -1.540  0.114
H10 -2.764 0.580 -0.085  0.067
H11 -3.235 -1.087 0.256  0.070
H12 -2.151 -0.232 1.371  0.062
H13 0.495 -0.126 2.038  0.038
H14 0.179 0.230 2.612  0.059

Results
Molar mass ... 86.178 g mol⁻¹
Energy above the lowest of the compared OMol25 structures with the same formula, charge and spin ... 37.38 kcal per mole
Structure (SMILES) ... C/C=C(\C)CC.[H][H]
LUMO energy ... 1.182 eV